Version A
Computed, not measured: 2 unconnected molecules or ions with the total composition CH4N6O, with ωB97M-V with the def2-TZVPD basis set.

The geometry in ORCA input format:
```
! RIJCOSX wB97M-V def2-TZVPD def2/J DEFGRID3
* xyz 0 1
C -1.727 0.367 -0.152
N 2.282 2.257 0.378
N 1.168 -1.594 0.458
N 1.240 1.837 0.234
N 1.339 -1.332 1.533
N 0.828 -2.263 -0.472
N 0.087 1.532 0.316
O -0.436 0.506 -0.512
H -2.062 -0.528 -0.746
H -2.266 1.260 -0.505
H -1.670 -0.099 0.809
H 1.217 -1.943 -1.343
*
```

Properties
Kohn-Sham gap = 9.56 eV
Molar mass = 116.1 g mol⁻¹

Atomic partial charges in e from the natural (NBO) method, atoms 1 to 2: number 1, C, carries -0.271; number 2, N, carries -0.045

---

Version B
Computed, not measured: a single CH4N6O molecule, with ωB97M-V with the def2-TZVPD basis set.

The geometry in ORCA input format:
```
! RIJCOSX wB97M-V def2-TZVPD def2/J DEFGRID3
* xyz 0 1
C -0.749 0.247 0.166
H 1.076 1.478 -1.297
H 0.452 3.010 -1.170
H 1.678 -1.711 -0.459
H 1.314 -1.685 1.228
N 0.159 1.968 -0.963
N -0.642 1.517 -0.025
N -1.805 -0.053 1.033
N -1.920 -1.192 1.054
N 0.048 -0.711 -0.124
N 1.362 -1.035 0.370
O -0.975 -1.833 0.187
*
```

Properties
SMILES = N/N=c1/nnon1N
Kohn-Sham gap = 8.87 eV
Molar mass = 116.1 g mol⁻¹

Atomic partial charges in e from the natural (NBO) method, atoms 1 to 2: number 1, C, carries 0.293; number 2, H, carries 0.352

---

Version C
Computed, not measured: 2 unconnected molecules or ions with the total composition CH4N6O, with ωB97M-V with the def2-TZVPD basis set.

The geometry in ORCA input format:
```
! RIJCOSX wB97M-V def2-TZVPD def2/J DEFGRID3
* xyz 0 1
C -1.641 0.395 -0.471
N 2.249 1.992 1.020
N 1.345 -1.455 0.200
N 1.261 1.766 0.566
N 2.270 -0.825 0.072
N 0.438 -2.156 0.516
N 0.161 1.696 0.154
O -0.224 0.439 -0.440
H -1.847 -0.583 -0.977
H -2.029 1.152 -1.002
H -1.974 0.371 0.474
H -0.009 -2.792 -0.111
*
```

Properties
Kohn-Sham gap = 9.78 eV
Molar mass = 116.1 g mol⁻¹

Atomic partial charges in e from the natural (NBO) method, atoms 1 to 2: number 1, C, carries -0.218; number 2, N, carries -0.031

---

Calculated relative energies: version A 0.124; version B 0.610; version C 0.000, given in eV

---

Version A
Computed, not measured: a molecular structure, C7H9N, with ωB97M-V with the def2-TZVPD basis set.

The geometry in ORCA input format:
```
! RIJCOSX wB97M-V def2-TZVPD def2/J DEFGRID3
* xyz 0 1
C 2.147 -0.786 1.380
C -2.147 0.902 -0.968
C 0.999 -0.091 0.707
C 0.239 -0.616 -0.341
C -0.762 1.023 -0.514
C -0.017 1.896 0.131
C -0.168 -1.758 -0.860
N 0.716 1.184 1.058
H -0.005 2.982 0.116
H 3.072 -0.226 1.217
H 1.962 -0.822 2.457
H 2.268 -1.803 1.008
H -2.510 1.866 -1.348
H -2.792 0.612 -0.131
H -2.255 0.154 -1.757
H -0.185 -2.683 -0.288
H -0.563 -1.834 -1.869
*
```

Properties
Kohn-Sham gap (spin up / spin down) = 7.59 / 7.59 eV
Molar mass = 107.2 g mol⁻¹

Atomic partial charges in e from the natural (NBO) method, atoms 1 to 2: number 1, C, carries -0.645; number 2, C, carries -0.683

---

Version B
Computed, not measured: a single C7H9N molecule, with ωB97M-V with the def2-TZVPD basis set.

The geometry in ORCA input format:
```
! RIJCOSX wB97M-V def2-TZVPD def2/J DEFGRID3
* xyz 0 1
C -2.121 1.538 1.156
C -0.322 0.427 -0.092
C -0.249 -0.579 0.838
C 0.803 -1.656 0.665
C 1.610 -1.599 -0.385
C 1.542 -0.633 -1.376
C 0.591 0.432 -1.239
H -2.749 2.666 1.136
H -1.496 1.768 2.156
H -2.462 0.745 1.496
H -1.108 2.328 -0.775
H -0.619 -0.503 1.675
H 0.858 -2.333 1.499
H 2.312 -2.598 -0.528
H 2.240 -0.610 -2.146
H 0.507 1.176 -1.813
N -1.229 1.397 -0.014
*
```

Properties
SMILES = CNc1ccccc1
Kohn-Sham gap = 8.51 eV
Molar mass = 107.2 g mol⁻¹

Atomic partial charges in e from the natural (NBO) method, atoms 1 to 2: number 1, C, carries -0.367; number 2, C, carries 0.185

---

Calculated relative energies: version A 0.000; version B 0.120, given in eV

---

Version A
Computed, not measured: a molecular structure, C7H9N, with ωB97M-V with the def2-TZVPD basis set.

The geometry in ORCA input format:
```
! RIJCOSX wB97M-V def2-TZVPD def2/J DEFGRID3
* xyz 0 1
C 0.965 -1.989 0.857
C 0.256 -1.164 0.037
C -1.176 -0.853 0.124
C -0.195 0.055 0.622
C 0.356 1.184 -0.197
C -0.760 2.059 -0.686
C -0.125 3.119 -1.519
H 2.020 -1.963 0.475
H 1.163 -1.676 2.213
H 0.552 -3.098 0.751
H 0.544 -1.151 -1.038
H -1.853 -0.617 -0.646
H -1.646 -1.404 0.830
H -0.115 0.021 1.693
H 1.610 1.507 -0.530
H -2.132 2.123 -0.659
N 0.536 3.847 -2.328
*
```

Properties
Kohn-Sham gap = 9.11 eV
Molar mass = 107.2 g mol⁻¹

Atomic partial charges in e from the natural (NBO) method, atoms 1 to 2: number 1, C, carries -0.562; number 2, C, carries -0.278

---

Version B
Computed, not measured: a single C7H9N molecule, with ωB97M-V with the def2-TZVPD basis set.

The geometry in ORCA input format:
```
! RIJCOSX wB97M-V def2-TZVPD def2/J DEFGRID3
* xyz 0 1
C 1.644 0.670 -1.129
C 0.626 0.388 -0.317
C -0.736 0.580 -0.293
C -1.239 -0.749 -0.745
C 0.703 -0.684 0.757
C 0.020 0.128 1.809
C -0.824 0.850 1.136
H 1.822 1.583 -1.805
H 2.531 0.178 -0.844
H -1.305 1.572 -0.747
H -2.462 -0.889 -0.947
H -0.750 -0.748 -1.970
H 0.017 -2.001 -0.487
H 1.700 -1.218 0.905
H 0.145 0.296 2.862
H -1.471 1.559 1.712
N -0.423 -1.512 0.101
*
```

Properties
SMILES = C=C1[C@@H]2C=C[C@H]1NC2
Kohn-Sham gap = 9.79 eV
Molar mass = 107.2 g mol⁻¹

Atomic partial charges in e from the natural (NBO) method, atoms 1 to 2: number 1, C, carries -0.438; number 2, C, carries 0.064

---

Version C
Computed, not measured: a single C7H9N molecule, with ωB97M-V with the def2-TZVPD basis set.

The geometry in ORCA input format:
```
! RIJCOSX wB97M-V def2-TZVPD def2/J DEFGRID3
* xyz 0 1
C 1.919 -0.629 0.334
C 1.267 1.380 -0.401
C 0.453 -0.931 0.541
C 0.111 0.699 -1.145
C -0.605 -1.663 -0.149
C -0.586 -0.189 -0.046
C -1.577 0.350 0.997
N 2.194 0.698 0.180
H 2.684 -1.363 0.547
H 1.368 2.475 -0.339
H -0.594 1.478 -1.534
H 0.484 0.207 -1.948
H -0.339 -1.910 -1.196
H -1.450 -2.130 0.371
H -2.640 0.059 0.780
H -1.426 1.448 1.030
H -1.263 0.023 1.978
*
```

Properties
SMILES = C[C@@]12CC=NC=C1C2
Kohn-Sham gap = 7.79 eV
Molar mass = 107.2 g mol⁻¹

Atomic partial charges in e from the natural (NBO) method, atoms 1 to 2: number 1, C, carries -0.015; number 2, C, carries 0.173

---

Calculated relative energies: version A 3.518; version B 1.534; version C 0.000, given in eV

---

Version A
Computed, not measured: a single C7H9N molecule, with ωB97M-V with the def2-TZVPD basis set.

The geometry in ORCA input format:
```
! RIJCOSX wB97M-V def2-TZVPD def2/J DEFGRID3
* xyz 0 1
C 1.767 0.445 -0.157
C 0.763 -0.029 0.880
C 1.042 -0.990 -0.148
C -0.669 -0.983 -0.762
C -0.738 0.229 1.071
C -1.100 1.250 -0.135
C -0.674 0.424 -1.179
H 1.315 1.041 -0.996
H 2.868 0.701 0.143
H 1.011 -0.210 2.102
H 1.483 -2.023 -0.331
H -0.923 -1.792 -1.521
H -2.293 -0.698 0.402
H -1.251 0.475 2.123
H -1.092 2.451 0.164
H -0.274 0.765 -2.173
N -1.236 -1.055 0.518
*
```

Properties
SMILES = C1=C[C@H]2N[C@@H]1[C@H]1C[C@H]12
Kohn-Sham gap = 9.83 eV
Molar mass = 107.2 g mol⁻¹

Atomic partial charges in e from the natural (NBO) method, atoms 1 to 2: number 1, C, carries -0.444; number 2, C, carries -0.285

---

Version B
Computed, not measured: a single C7H9N molecule, with ωB97M-V with the def2-TZVPD basis set.

The geometry in ORCA input format:
```
! RIJCOSX wB97M-V def2-TZVPD def2/J DEFGRID3
* xyz 0 1
C -0.205 -0.556 1.577
C 0.504 -0.311 2.710
N 1.667 0.332 2.348
C 1.690 0.510 0.998
C 0.523 0.021 0.476
C 0.154 -0.180 -0.938
C -1.078 0.092 -1.363
C -1.582 0.009 -2.771
H -1.109 -1.110 1.369
H 0.384 -0.558 3.754
H 2.347 0.629 3.021
H 2.512 0.996 0.495
H 0.969 -0.390 -1.625
H -1.740 0.510 -0.606
H -1.304 0.932 -3.290
H -1.076 -0.773 -3.337
H -2.655 -0.151 -2.819
*
```

Properties
SMILES = C/C=C/c1cc[nH]c1
Kohn-Sham gap = 8.96 eV
Molar mass = 107.2 g mol⁻¹

Atomic partial charges in e from the natural (NBO) method, atoms 1 to 2: number 1, C, carries -0.288; number 2, C, carries -0.077

---

Calculated relative energies: version A 5.292; version B 0.000, given in eV

---

Version A
Computed, not measured: a single C7H9N molecule, with ωB97M-V with the def2-TZVPD basis set.

The geometry in ORCA input format:
```
! RIJCOSX wB97M-V def2-TZVPD def2/J DEFGRID3
* xyz 0 1
C -0.444 -1.428 -1.809
C 0.045 -0.361 -0.722
C -0.903 0.667 -0.623
C -0.056 1.457 0.390
C 0.119 0.796 1.609
C 1.218 -0.313 1.531
C 1.152 -0.768 0.112
H -1.031 -2.337 -1.483
H -0.992 -1.108 -2.823
H 0.503 -1.858 -2.135
H -1.723 0.929 -1.319
H 0.845 2.005 -0.035
H -1.131 2.237 1.838
H -0.918 0.313 1.741
H 1.714 -0.792 2.327
H 1.659 -1.799 -0.110
N -0.058 2.362 1.512
*
```

Properties
SMILES = CC1=C[C@H]2N[C@@H]2C=C1
Kohn-Sham gap = 8.65 eV
Molar mass = 107.2 g mol⁻¹

Atomic partial charges in e from the natural (NBO) method, atoms 1 to 2: number 1, C, carries -0.643; number 2, C, carries -0.037

---

Version B
Computed, not measured: a single C7H9N molecule, with ωB97M-V with the def2-TZVPD basis set.

The geometry in ORCA input format:
```
! RIJCOSX wB97M-V def2-TZVPD def2/J DEFGRID3
* xyz 0 1
C -1.134 -0.001 0.972
C -0.794 -1.042 -0.152
C -0.837 1.062 -0.138
C 0.589 1.527 -0.095
C 1.670 0.763 -0.103
C 1.702 -0.718 -0.096
C 0.633 -1.510 -0.088
H -0.532 0.054 1.869
H -2.202 -0.063 1.184
H -1.440 -1.956 -0.117
H -2.027 -0.109 -1.414
H -1.545 1.938 -0.182
H 0.793 2.593 -0.167
H 2.636 1.248 -0.107
H 2.699 -1.169 -0.084
H 0.824 -2.589 -0.092
N -1.033 -0.027 -1.189
*
```

Properties
SMILES = C1=C[C@@H]2C[C@H](C=C1)N2
Kohn-Sham gap = 9.24 eV
Molar mass = 107.2 g mol⁻¹

Atomic partial charges in e from the natural (NBO) method, atoms 1 to 2: number 1, C, carries -0.400; number 2, C, carries -0.104

---

Version C
Computed, not measured: a single C7H9N molecule, with ωB97M-V with the def2-TZVPD basis set.

The geometry in ORCA input format:
```
! RIJCOSX wB97M-V def2-TZVPD def2/J DEFGRID3
* xyz 0 1
C 1.328 -0.750 -1.025
C 0.349 -1.614 0.703
C -0.320 -0.496 1.300
C -0.960 -1.032 0.304
C -0.336 0.762 2.251
C 0.026 1.246 -1.863
C 0.339 -0.299 -1.752
N 1.554 -1.267 -0.022
H 0.840 -2.313 1.421
H -1.920 -1.272 -0.028
H -1.361 1.009 2.591
H -0.133 1.528 1.446
H 0.490 0.583 2.948
H -0.623 1.438 -2.748
H -0.352 1.511 -0.839
H 0.991 1.781 -2.014
H 0.087 -0.812 -2.673
*
```

Properties
SMILES = CC=C=N[C@@H]1C=C1C
Kohn-Sham gap = 9.26 eV
Molar mass = 107.2 g mol⁻¹

Atomic partial charges in e from the natural (NBO) method, atoms 1 to 2: number 1, C, carries 0.348; number 2, C, carries -0.150

---

Version D
Computed, not measured: a single C7H9N molecule, with ωB97M-V with the def2-TZVPD basis set.

The geometry in ORCA input format:
```
! RIJCOSX wB97M-V def2-TZVPD def2/J DEFGRID3
* xyz 0 1
C 1.415 0.736 -0.799
C -0.814 0.781 -0.091
C -1.443 -0.510 -0.838
C -0.907 -1.564 -0.223
C 0.128 -1.241 0.895
C 1.295 -0.166 0.575
C -0.101 0.189 1.061
H 1.149 0.007 -1.570
H 2.491 0.997 -1.098
H 0.160 2.563 -0.322
H -1.742 1.238 0.230
H -2.183 -0.372 -1.457
H -1.254 -2.495 -0.441
H -0.128 -2.001 1.909
H 2.316 -0.592 1.052
H -0.441 0.887 1.936
N 0.060 1.544 -0.820
*
```

Properties
SMILES = C1=C[C@@H]2NC[C@@H]3[C@H]1[C@@H]32
Kohn-Sham gap = 9.73 eV
Molar mass = 107.2 g mol⁻¹

Atomic partial charges in e from the natural (NBO) method, atoms 1 to 2: number 1, C, carries -0.271; number 2, C, carries -0.102

---

Calculated relative energies: version A 4.723; version B 0.000; version C 3.940; version D 3.561, given in eV